The following is a quantum chemistry calculation of a cluster of 12 separate species, C48H69N3O27 in total, from OMol25.

XYZ file:
```
147
Properties=species:S:1:pos:R:3
C -8.52253 -13.51337 13.32623
C -8.56383 -12.15262 12.62356
C -7.32597 -11.30346 12.76011
O -6.94730 -11.17899 11.39237
C -7.80413 -11.79309 10.55649
O -7.67306 -11.74212 9.35869
O -8.69468 -12.46915 11.27011
H -9.27862 -14.23450 13.01579
H -8.64483 -13.40841 14.40425
H -7.60109 -14.06741 13.14708
H -9.42113 -11.63146 13.04962
H -6.54964 -11.76751 13.36844
H -7.61822 -10.38890 13.27613
C -14.81751 -8.99062 13.41243
C -13.40987 -9.34354 13.74752
C -13.11292 -9.90108 15.11909
O -12.38054 -11.10245 14.82771
C -12.47235 -11.34886 13.43651
O -11.91867 -12.20499 12.79858
O -13.14085 -10.44131 12.90794
H -14.98405 -8.32924 12.56217
H -15.21853 -8.35003 14.19787
H -15.47138 -9.86166 13.36917
H -12.78671 -8.45886 13.61674
H -13.95793 -10.19291 15.74271
H -12.53200 -9.21287 15.73309
C -4.65409 -15.21513 8.71222
C -5.36938 -15.68880 10.02305
C -4.51376 -16.56319 10.92517
O -4.03702 -15.65974 11.90989
C -4.82196 -14.57421 11.82873
O -4.71152 -13.65674 12.59229
O -5.69619 -14.61475 10.88415
H -4.15344 -16.01944 8.17321
H -3.83509 -14.59749 9.08081
H -5.30183 -14.54350 8.14879
H -6.29760 -16.18958 9.74786
H -3.66140 -17.03852 10.43974
H -5.10843 -17.39169 11.30996
C -8.08732 -16.72856 12.55161
C -7.83122 -18.17970 11.94055
C -9.04233 -19.14135 12.03564
O -8.98004 -19.78540 10.78659
C -8.15766 -19.13388 9.92371
O -7.93556 -19.39770 8.75744
O -7.64616 -18.12153 10.55994
H -8.95776 -16.38159 11.99478
H -7.21588 -16.09487 12.38691
H -8.35119 -16.73303 13.60918
H -6.98852 -18.72372 12.36717
H -10.06931 -18.77949 11.98581
H -8.93215 -19.76576 12.92225
C -11.16202 -12.95824 5.92994
C -10.49344 -12.21292 7.07348
C -9.86080 -10.84442 6.73213
O -10.81280 -9.97167 7.31027
C -11.56060 -10.67005 8.21218
O -12.43387 -10.24682 8.94238
O -11.31550 -11.93842 8.12399
H -12.01755 -12.43426 5.50378
H -11.41076 -13.94354 6.32416
H -10.46418 -13.15652 5.11643
H -9.83723 -12.92176 7.57849
H -9.84688 -10.64877 5.65992
H -8.89113 -10.71831 7.21371
C -2.81597 -13.79905 17.33786
C -3.70724 -13.95036 16.13725
C -4.68580 -15.05363 16.15387
O -5.83422 -14.48474 15.63192
C -5.80213 -13.15596 15.93627
O -6.72058 -12.36837 16.04253
O -4.47207 -12.78917 16.11348
H -2.37302 -14.78602 17.47126
H -3.32535 -13.43388 18.22965
H -1.92215 -13.19664 17.17572
H -3.07503 -14.18933 15.28208
H -4.87894 -15.38061 17.17557
H -4.60353 -15.91789 15.49478
C -6.17382 -10.10986 6.14016
C -5.97072 -8.66161 5.87016
C -5.23831 -8.42961 4.56341
O -5.86786 -7.29329 3.93135
C -7.03953 -7.05385 4.60912
O -7.75481 -6.13576 4.29695
O -7.19048 -7.95429 5.69530
H -6.77959 -10.61563 5.38828
H -6.69600 -10.31899 7.07380
H -5.23132 -10.64077 6.27409
H -5.49680 -8.23856 6.75589
H -5.28636 -9.30576 3.91677
H -4.17822 -8.20854 4.68766
C -3.73432 -9.92896 11.86290
C -4.70401 -8.84868 12.27281
C -4.45146 -8.12756 13.52465
O -4.74331 -6.75128 13.28561
C -4.70614 -6.59007 11.97542
O -4.67096 -5.50560 11.39751
O -4.44972 -7.77633 11.39078
H -2.70727 -9.57483 11.95151
H -4.01905 -10.26362 10.86538
H -3.91038 -10.75843 12.54780
H -5.69444 -9.20619 11.99116
H -3.43295 -8.38148 13.81835
H -5.08488 -8.55242 14.30335
C -9.76753 -11.25291 17.07174
C -10.77952 -10.29968 17.84482
C -11.97921 -10.99481 18.53531
O -12.04950 -10.20053 19.66425
C -10.90380 -9.63223 20.03204
O -10.62674 -9.13055 21.13368
O -10.09861 -9.73898 18.97087
H -8.88492 -10.68182 16.78370
H -10.19108 -11.57684 16.12107
H -9.51646 -12.13845 17.65559
H -11.10825 -9.48000 17.20595
H -11.67027 -12.00670 18.79747
H -12.91898 -10.91090 17.98950
C -7.21027 -7.56918 9.38172
C -7.69895 -6.29041 9.60371
C -9.04625 -6.28322 9.42706
N -9.36270 -7.56358 9.09471
C -8.27651 -8.34921 9.12802
H -6.18107 -7.89616 9.36654
H -7.11305 -5.42760 9.88421
H -9.81642 -5.52670 9.39658
H -10.33241 -7.78852 8.92393
H -8.41205 -9.36869 8.79835
C -11.83207 -16.72766 10.97546
C -11.37797 -16.45926 9.64392
C -11.14010 -15.12295 9.63670
N -11.43044 -14.58722 10.88089
C -11.90219 -15.57469 11.72987
H -12.21685 -17.62898 11.42930
H -11.36204 -17.20650 8.86432
H -10.71442 -14.49312 8.86955
H -11.37278 -13.59644 11.06833
H -12.28932 -15.31146 12.70313
C -9.72693 -8.52585 14.21836
C -8.65918 -7.70653 14.47977
C -8.01334 -7.38542 13.34156
N -8.65676 -8.01666 12.30747
C -9.73658 -8.73977 12.83067
H -10.42743 -8.95742 14.91796
H -8.39363 -7.45698 15.49643
H -7.16831 -6.76016 13.09384
H -8.28302 -7.97848 11.36993
H -10.30826 -9.44632 12.24728
```

The energy comes out at -110647.074 eV. As for the strongest force on any atom: 4.299 eV/Å. Its HOMO energy is -8.42 eV. Its structure (SMILES) is C[C@H]1COC(=O)O1.C[C@H]1COC(=O)O1.C[C@H]1COC(=O)O1.C[C@H]1COC(=O)O1.C[C@H]1COC(=O)O1.C[C@H]1COC(=O)O1.C[C@H]1COC(=O)O1.C[C@H]1COC(=O)O1.C[C@H]1COC(=O)O1.c1cc[nH]c1.c1cc[nH]c1.c1cc[nH]c1. For the frontier orbital gap, the calculation gives 8.486 eV. The calculation puts the molar mass at 1120.07 g mol⁻¹. Its relative energy (zero: lowest compared OMol25 entry of this formula, charge and spin) is 452.7 kJ/mol.

Here are the Löwdin charges for atoms 1 to 99, given in e: number 1, C, carries 0.001; number 2, C, carries -0.307; number 3, C, carries -0.077; number 4, O, carries 0.059; number 5, C, carries -0.545; number 6, O, carries 0.123; number 7, O, carries 0.111; number 8, H, carries 0.067; number 9, H, carries 0.083; number 10, H, carries 0.063; number 11, H, carries 0.124; number 12, H, carries 0.118; number 13, H, carries 0.117; number 14, C, carries -0.017; number 15, C, carries -0.306; number 16, C, carries -0.103; number 17, O, carries 0.029; number 18, C, carries -0.567; number 19, O, carries 0.144; number 20, O, carries 0.137; number 21, H, carries 0.095; number 22, H, carries 0.090; number 23, H, carries 0.102; number 24, H, carries 0.155; number 25, H, carries 0.134; number 26, H, carries 0.109; number 27, C, carries 0.012; number 28, C, carries -0.285; number 29, C, carries -0.089; number 30, O, carries 0.092; number 31, C, carries -0.627; number 32, O, carries 0.147; number 33, O, carries 0.114; number 34, H, carries 0.089; number 35, H, carries 0.085; number 36, H, carries 0.085; number 37, H, carries 0.142; number 38, H, carries 0.139; number 39, H, carries 0.118; number 40, C, carries 0.025; number 41, C, carries -0.278; number 42, C, carries -0.092; number 43, O, carries 0.062; number 44, C, carries -0.558; number 45, O, carries 0.139; number 46, O, carries 0.068; number 47, H, carries 0.075; number 48, H, carries 0.056; number 49, H, carries 0.095; number 50, H, carries 0.146; number 51, H, carries 0.119; number 52, H, carries 0.134; number 53, C, carries -0.004; number 54, C, carries -0.353; number 55, C, carries -0.068; number 56, O, carries 0.058; number 57, C, carries -0.564; number 58, O, carries 0.134; number 59, O, carries 0.102; number 60, H, carries 0.097; number 61, H, carries 0.081; number 62, H, carries 0.088; number 63, H, carries 0.137; number 64, H, carries 0.141; number 65, H, carries 0.090; number 66, C, carries -0.019; number 67, C, carries -0.382; number 68, C, carries -0.135; number 69, O, carries 0.052; number 70, C, carries -0.466; number 71, O, carries 0.134; number 72, O, carries 0.087; number 73, H, carries 0.089; number 74, H, carries 0.099; number 75, H, carries 0.087; number 76, H, carries 0.157; number 77, H, carries 0.141; number 78, H, carries 0.148; number 79, C, carries -0.033; number 80, C, carries -0.356; number 81, C, carries -0.090; number 82, O, carries 0.058; number 83, C, carries -0.467; number 84, O, carries 0.151; number 85, O, carries 0.061; number 86, H, carries 0.093; number 87, H, carries 0.059; number 88, H, carries 0.098; number 89, H, carries 0.150; number 90, H, carries 0.129; number 91, H, carries 0.135; number 92, C, carries 0.000; number 93, C, carries -0.359; number 94, C, carries -0.096; number 95, O, carries 0.090; number 96, C, carries -0.562; number 97, O, carries 0.119; number 98, O, carries 0.059; number 99, H, carries 0.096